Record 1
The following is a quantum chemistry calculation of a gas-phase ion, C2H6NO2 (charge +1), from the Open Molecules 2025 dataset.

Calculated values
lowest unoccupied orbital energy = -6.96 eV
charge = +1
2S+1 = 1
structure (SMILES) = CO[N+](C)=O

Each line ends with the Löwdin charge.
Geometry (Å):
C: -0.0505 1.6496 -0.7606  -0.038
O: 0.2147 0.6344 0.1167  -0.003
N: -0.2876 -0.6461 -0.2101  -0.194
C: -0.1031 -1.5922 0.8857  0.096
O: -0.8194 -0.8774 -1.2144  0.276
H: 1.0439 1.9995 -1.1522  0.180
H: -0.5849 2.4229 -0.1368  0.142
H: -0.5179 1.4088 -1.6485  0.065
H: -1.0786 -1.6554 1.5254  0.172
H: 0.7151 -1.1326 1.4769  0.127
H: 0.0267 -2.6240 0.3222  0.176

---

Record 2
The following is a quantum chemistry calculation of a gas-phase ion, C2H6NO2S (charge -1), from the Open Molecules 2025 dataset.

Calculated values
lowest unoccupied orbital energy = 4.12 eV
charge = -1
2S+1 = 1

Each line ends with the Löwdin charge.
Geometry (Å):
C: 1.7570 0.1394 -0.2046  -0.125
C: 0.2451 0.3370 0.1194  -0.415
N: -0.4508 -0.9087 0.4870  -0.252
O: -2.3560 0.6792 1.2624  -0.584
O: -2.5396 -0.0513 -1.0716  -0.577
S: -2.3739 -0.4667 0.3214  0.604
H: 1.8549 0.3731 -1.2517  0.041
H: 1.9684 -0.9838 -0.0318  0.082
H: 0.2373 0.9661 1.0593  0.098
H: 2.3645 0.7235 0.4110  0.019
H: -0.3230 0.7423 -0.7890  0.092
H: -0.3840 -1.5501 -0.3118  0.016

---

Record 3
The following is a quantum chemistry calculation of a gas-phase ion, C2H6NO2S (charge -1), from the Open Molecules 2025 dataset.

Calculated values
lowest unoccupied orbital energy (alpha / beta) = 4.17 / 3.93 eV
charge = -1
2S+1 = 3
<S²> = 2.01

Each line ends with the Mulliken spin population.
Geometry (Å):
C: 1.4822 1.2915 -0.5641  0.024
C: -0.8711 -1.5954 0.5272  0.183
N: 0.8738 0.4288 0.3761  0.154
O: -1.9711 0.9977 1.3086  1.229
O: -0.9019 0.2929 -1.3122  0.010
S: -0.6007 0.1146 0.0933  0.472
H: 2.2666 1.8820 0.0330  -0.005
H: 0.6675 2.0104 -0.8417  -0.019
H: 1.7924 0.5807 -1.3281  0.026
H: -0.6383 -1.8587 1.6194  -0.013
H: -1.7833 -1.8934 0.3117  -0.023
H: -0.3161 -2.2511 -0.2233  -0.038

---

Record 4
The following is a quantum chemistry calculation of a molecular structure, C2H6NO2S, from the Open Molecules 2025 dataset.

Calculated values
lowest unoccupied orbital energy = -4.96 eV
charge = +1
2S+1 = 1

Each line ends with the Löwdin charge.
Geometry (Å):
C: 1.0763 0.2074 0.6758  -0.259
C: -1.9023 -0.8607 0.1716  0.075
N: -0.6950 -0.4541 0.1987  0.038
O: 1.5081 0.7485 -0.5400  -0.436
O: 0.6266 0.8988 1.7044  0.132
S: 1.5290 -0.2765 -1.9735  0.925
H: -2.3353 -1.1210 1.1743  0.123
H: -2.5186 -0.7166 -0.6685  0.088
H: 1.8492 0.9095 -2.5202  -0.064
H: 1.4145 -0.8372 0.9229  0.184
H: -0.4608 -0.0333 -0.7269  0.035
H: -0.0915 1.5353 1.5815  0.159

---

Record 5
The following is a quantum chemistry calculation of a molecular structure, C2H6NO3, from the Open Molecules 2025 dataset.

Calculated values
lowest unoccupied orbital energy = 4.05 eV
charge = -1
2S+1 = 1

Each line ends with the Löwdin charge.
Geometry (Å):
C: -0.3788 1.8405 0.6940  -0.101
N: 0.1383 0.5047 1.0927  -0.031
C: -0.0326 -0.5474 0.1674  -0.703
O: -0.4200 -1.6909 0.5494  -0.063
O: 0.1122 -0.2333 -1.0776  -0.075
H: -0.2279 1.9133 -0.3575  0.049
H: -1.4943 1.7400 0.9403  0.095
H: 0.1522 2.6407 1.2113  0.055
H: -0.1381 0.1341 1.9697  0.084
H: 0.5493 -1.3688 -1.5266  -0.079
H: 0.5227 -2.7907 -1.8387  -0.031
O: 1.2169 -2.1421 -1.8244  -0.199

---

Record 6
The following is a quantum chemistry calculation of 2 unconnected molecules or ions with the total composition C2H6NO3, from the Open Molecules 2025 dataset.

Calculated values
lowest unoccupied orbital energy = 2.87 eV
charge = -1
2S+1 = 1

Each line ends with the Löwdin charge.
Geometry (Å):
O: -0.1404 0.3459 -1.9907  -0.137
C: -0.7598 -0.6333 -1.4285  -0.598
O: -1.9737 -1.1809 -1.5272  -0.203
C: 0.2267 -1.6667 -0.4855  -0.186
N: 1.3612 -0.8284 0.1653  -0.091
H: 0.8200 -2.3630 -1.1573  0.080
H: -0.2052 -2.2834 0.3398  0.073
H: 1.8427 -0.2596 -0.6071  0.065
H: 0.8694 -0.1523 0.6811  -0.003
H: 0.9587 2.9938 4.7565  0.007
H: -0.0758 3.5147 3.7726  0.038
O: 0.7966 3.1035 3.8356  -0.045

---

Record 7
The following is a quantum chemistry calculation of 3 unconnected molecules or ions with the total composition C2H6NO3, from the Open Molecules 2025 dataset.

Calculated values
lowest unoccupied orbital energy = 4.04 eV
charge = -1
2S+1 = 1

Each line ends with the Löwdin charge.
Geometry (Å):
O: -0.3403 -1.0521 -0.2384  -0.168
C: -1.4064 -0.4334 0.0778  -0.542
N: -1.6325 0.9053 -0.0641  -0.063
C: 1.1258 2.0503 -0.6609  -0.178
O: 1.1194 2.5932 -1.7344  -0.056
H: -2.2898 -1.0796 0.3218  0.079
H: -2.4827 0.8133 -0.5987  -0.041
H: 0.7350 1.0483 -0.3778  0.041
H: 1.4082 2.6872 0.2011  0.060
H: 2.0695 -2.4814 1.1125  0.024
H: 0.5283 -2.2317 0.8195  -0.076
O: 1.1656 -2.8195 1.1416  -0.079

---

Record 8
The following is a quantum chemistry calculation of 3 unconnected molecules or ions with the total composition C2H6NO5, from the Open Molecules 2025 dataset.

Calculated values
lowest unoccupied orbital energy = 3.70 eV
charge = -1
2S+1 = 1

Each line ends with the Löwdin charge.
Geometry (Å):
O: 1.5590 1.4765 -0.5745  -0.015
C: 1.4948 0.2804 -0.8224  -0.361
N: 0.7997 -0.6222 -0.1238  0.120
C: -0.3151 -0.3358 0.8479  -0.680
O: -0.0139 0.2137 1.8943  0.018
O: -1.4060 -0.7634 0.4156  -0.037
H: 2.0684 -0.1349 -1.6669  0.120
H: 0.7200 -1.5252 -0.5694  0.122
H: 1.0436 2.6702 0.7361  -0.018
H: 0.3067 2.3320 1.9501  -0.004
O: 0.6473 3.1256 1.5070  -0.117
H: -3.0375 -2.4756 -1.2545  0.006
H: -1.7617 -1.7698 -0.8584  -0.023
O: -2.1053 -2.4714 -1.4812  -0.130

---

Record-wise calculated total energy values, in eV: -7744.305, -18591.972, -18585.800, -18580.720, -9805.271, -9804.283, -9803.369, -13902.098